1.
DFT (ωB97M-V with the def2-TZVPD basis set) results for C7H15Cl2MoN5O2P as an isolated structure.

```
33
Properties=species:S:1:pos:R:3:forces:R:3
C 4.5678 0.9663 0.9198 0.7 -0.7 -1.2
C 3.0727 0.8944 0.8638 0.5 0.5 1.2
H 4.9365 0.3973 0.0661 0.4 0.0 0.1
H 4.9396 0.5482 1.8650 -0.4 -0.1 0.0
H 4.9025 2.0066 0.8633 -0.3 0.1 0.0
O 2.4397 0.1884 0.0960 0.2 0.5 0.5
Cl 2.3154 1.8525 2.0495 -0.5 -0.3 -0.3
Mo -1.7462 -0.1588 -0.0984 -1.7 -2.7 2.4
P -0.7950 1.5989 -1.1760 0.6 2.9 -2.6
C -1.0115 1.5211 -2.9918 0.0 -0.3 0.2
C -2.0384 2.7777 -0.5373 -0.3 -0.2 0.2
H 0.9609 2.9112 -0.1050 -0.2 0.2 -0.2
H 0.5069 3.5156 -1.7413 0.1 -0.4 0.2
H 1.5512 2.0605 -1.5405 -0.2 0.2 -0.2
C 0.7049 2.6213 -1.1292 0.7 -0.4 0.8
H -1.8544 2.9721 0.5268 0.0 0.0 -0.2
H -1.8821 3.6973 -1.1109 -0.2 0.0 0.0
H -0.8834 2.5243 -3.4136 -0.1 -0.2 0.0
H -1.9939 1.1182 -3.2597 0.1 0.1 0.0
H -3.0654 2.4082 -0.6412 0.2 0.4 -0.2
H -0.2435 0.8500 -3.3984 -0.1 0.2 0.0
C -1.0874 -1.3270 -1.5967 0.3 -3.2 -6.1
O -0.8096 -2.0086 -2.5186 -1.2 3.6 4.7
Cl -3.9830 0.0568 0.2397 1.7 -0.3 -0.4
N 0.4290 -4.9733 0.9603 0.0 1.4 -0.1
N 0.2614 -3.6074 1.0329 -2.2 0.5 0.3
N 0.5055 -2.9978 2.2195 -0.5 1.1 -1.4
C -0.0699 -1.8095 2.0241 0.5 -0.8 0.2
N -0.6519 -1.7023 0.8104 0.0 -1.0 0.2
N -0.4970 -2.9123 0.1863 1.9 -0.6 1.6
H 0.4528 -5.2806 0.0013 0.0 -0.2 -0.4
H 1.2496 -5.2207 1.4968 0.2 -0.2 0.2
H -0.0948 -1.0032 2.7368 0.1 -0.1 0.3
```
Forces are in eV/Å.

## Properties
LUMO level (alpha / beta): -12.47 / -16.14 eV
⟨S²⟩: 2.01
frontier orbital gap (alpha / beta): 0.2645 / 0.1211 Ha
spin multiplicity: 3
total charge: +3
electronic energy: -55202.164 eV

Results of the natural (NBO) charge analysis, in e, for atoms 1 through 8: C -0.687; C 0.499; H 0.288; H 0.338; H 0.332; O -0.059; Cl 0.286; Mo 0.765



2.
DFT (ωB97M-V with the def2-TZVPD basis set) results for a 4-piece molecular cluster, C7H15Cl6NO2 overall.

```
31
Properties=species:S:1:pos:R:3:forces:R:3
Cl 1.2661 0.6626 1.9041 -0.4 -0.2 0.9
C 0.8180 0.6429 3.6685 -0.4 -1.0 -0.3
C 0.1052 -0.6924 4.1178 1.2 0.5 -0.1
Cl -1.3867 -1.0511 3.2425 0.3 0.2 0.2
H 0.1098 1.4442 3.8794 0.1 0.2 -0.4
H 1.7538 0.8113 4.2015 -0.2 -0.2 0.1
H -0.0374 -0.6276 5.1965 -0.5 0.2 -0.1
H 0.7667 -1.5498 3.9935 0.1 0.1 -0.4
Cl -0.0961 -5.7372 1.3144 -0.2 0.4 -0.7
C -0.1430 -4.5643 -0.0551 0.6 -0.2 1.6
C 0.3440 -3.1843 0.4966 0.1 0.1 -0.3
Cl 2.0961 -3.1946 0.9922 -1.5 0.4 -0.5
H -1.1736 -4.4330 -0.3849 0.1 -0.1 0.0
H 0.5362 -4.9435 -0.8186 -0.2 0.2 0.0
H -0.2523 -2.8248 1.3352 0.2 -0.5 0.4
H 0.1164 -2.4675 -0.2924 0.9 0.1 -0.3
Cl -1.7170 1.6441 -1.7653 -0.3 0.2 0.6
C -2.6997 3.0646 -2.2121 0.5 1.7 -1.0
C -1.8361 4.4381 -2.2041 -0.4 -1.1 -0.6
Cl -2.0861 5.4743 -0.7753 -0.2 -0.4 0.0
H -3.6538 3.1760 -1.6970 0.6 -0.1 1.0
H -3.0793 2.7841 -3.1946 0.6 0.5 -0.4
H -2.0265 5.0620 -3.0773 -0.7 -0.2 0.1
H -0.7590 4.2976 -2.2943 -0.1 -0.7 0.4
C 1.3975 -0.1658 -2.0286 -0.1 -0.2 0.3
N 2.4437 0.7709 -2.4969 2.5 -1.7 -1.9
O 2.2093 1.9322 -2.3308 0.2 0.6 0.1
O 3.4843 0.2877 -3.0393 -2.6 1.2 1.5
H 0.4506 0.3091 -2.2854 0.1 -0.2 0.2
H 1.5510 -0.1956 -0.9498 -0.3 0.0 0.0
H 1.4980 -1.1700 -2.4404 0.3 0.3 -0.2
```
Forces are in eV/Å.

## Properties
LUMO level (alpha / beta): -2.85 / -10.77 eV
⟨S²⟩: 0.75
frontier orbital gap (alpha / beta): 0.3624 / 0.0711 Ha
spin multiplicity: 2
total charge: +1
electronic energy: -88208.079 eV

Results of the natural (NBO) charge analysis, in e, for atoms 1 through 8: Cl 0.124; C -0.376; C -0.410; Cl 0.071; H 0.261; H 0.253; H 0.253; H 0.239